A cluster of 2 separate species, C7H17BrN4O in total, computed with the ωB97M-V functional and the def2-TZVPD basis.

Geometry as XYZ:
```
30
Properties=species:S:1:pos:R:3:forces:R:3
H 1.9187 0.2081 -1.1454 -0.103 0.167 -0.207
O 1.1564 -1.7558 -4.3791 0.216 0.326 0.327
H 0.3171 -0.4952 -0.9214 -0.087 0.170 0.057
Br -3.2152 -1.3145 0.8580 -0.127 -0.132 0.214
H 2.0060 0.5980 1.0482 -0.037 0.115 0.416
H -1.9569 4.1279 -1.0238 1.303 0.082 -0.506
C 0.2395 -0.4982 1.6411 1.046 0.304 1.137
H 1.1541 -2.4746 -1.6478 -0.134 -0.158 0.215
N 2.9627 -1.5900 -2.1718 0.467 0.362 0.048
C 1.9490 -1.8843 -1.1797 0.136 -0.061 -0.361
C -1.7840 0.7676 1.7142 -0.500 0.048 0.161
C 1.3679 -0.5711 -0.6306 0.318 -0.155 0.115
H 2.4647 -1.4854 -3.0764 -0.222 -0.274 -0.298
C -1.9105 3.1113 -0.6712 -0.187 -0.054 -0.594
N -2.4369 1.7716 1.2239 1.128 0.004 -0.068
H 0.4694 -0.7870 2.6675 -0.236 -0.055 0.154
N -2.4613 -0.3243 2.2904 0.049 -0.325 -0.382
H -1.0418 3.4447 1.2115 -0.751 0.667 0.692
H -3.2077 -0.0041 2.9033 -0.165 -0.071 -0.222
H -0.4173 -1.2603 1.2410 -0.058 0.072 -0.312
H -1.9853 2.2682 -1.3485 -1.294 0.145 -0.158
H 2.4316 -2.4576 -0.3845 -0.237 -0.095 0.204
H 3.5947 -2.3751 -2.2594 -0.094 -0.054 -0.152
N -0.4365 0.8352 1.6725 -0.246 -1.038 0.539
H -0.1948 1.3377 2.5301 0.662 0.373 -0.455
H 0.4338 -2.3605 -4.1981 -0.141 -0.163 -0.017
C -1.7414 2.8887 0.6130 -0.509 0.008 0.432
C 1.5482 -0.3747 0.8863 -0.389 -0.252 -0.862
H -3.4480 1.7828 1.2549 0.034 0.093 -0.133
H 2.2237 -1.1291 1.2815 0.161 -0.050 0.018
```
Forces are in eV/Å.

frontier orbital gap: 1.9839 eV